Computed, not measured: a structure of composition C36H33Cl2N9O4RuS2 at a distorted geometry, with ωB97M-V/def2-TZVPD.

Geometry as ORCA input:
```
! wB97M-V def2-TZVPD RIJCOSX def2/J DEFGRID3
* xyz 1 2
Ru 0.411 -0.174 0.867
O -1.110 -1.638 -2.729
S 0.156 -1.081 -2.323
O 0.191 0.356 -2.197
N 0.653 -1.605 -0.856
C 1.129 -2.827 -0.600
C 0.903 -3.963 -1.379
C 1.469 -5.186 -1.033
C 2.268 -5.323 0.079
C 2.538 -4.208 0.899
C 3.347 -4.254 2.054
C 3.589 -3.101 2.754
C 3.015 -1.901 2.313
N 2.220 -1.846 1.273
C 1.969 -2.954 0.561
C 1.448 -1.534 -3.463
C 2.687 -0.962 -3.253
C 3.698 -1.202 -4.165
C 3.455 -1.997 -5.274
C 2.205 -2.561 -5.473
C 1.188 -2.327 -4.561
H 0.241 -3.880 -2.225
H 1.273 -6.047 -1.654
H 2.700 -6.277 0.340
H 3.764 -5.199 2.371
H 4.219 -3.100 3.629
H 3.215 -0.968 2.826
H 2.833 -0.336 -2.387
H 4.666 -0.754 -4.021
H 4.244 -2.164 -5.991
H 2.019 -3.167 -6.346
H 0.196 -2.731 -4.691
Cl -4.420 -2.582 6.218
C -3.383 -2.352 4.862
C -3.841 -2.732 3.590
C -3.033 -2.556 2.500
Cl -3.547 -3.020 0.928
C -1.711 -1.979 2.590
O -0.990 -1.875 1.566
C -1.301 -1.572 3.914
C -0.056 -0.900 4.103
O 0.736 -0.503 3.245
C -2.138 -1.799 5.022
H -4.820 -3.171 3.484
H 0.184 -0.679 5.161
H -1.800 -1.516 6.006
C 5.023 2.860 -0.044
N 3.793 3.366 0.489
C 3.597 4.608 1.022
C 2.335 4.659 1.495
N 1.745 3.429 1.260
C 2.662 2.633 0.631
S 2.549 1.072 0.023
C 0.414 3.162 1.620
C -0.505 4.210 1.549
C -1.790 4.003 2.010
C -2.118 2.751 2.515
C -1.153 1.762 2.511
N 0.096 1.949 2.073
H 5.741 3.671 -0.109
H 4.850 2.428 -1.028
H 5.419 2.084 0.611
H 4.368 5.350 1.028
H 1.828 5.446 2.014
H -0.216 5.159 1.127
H -2.516 4.802 1.992
H -3.105 2.544 2.896
H -1.388 0.782 2.908
C -3.906 4.000 -2.307
C -4.410 2.609 -2.685
C -5.231 1.999 -1.553
C -3.235 1.686 -3.067
N -2.485 1.306 -1.908
C -2.538 0.189 -1.162
N -1.721 0.351 -0.145
N -1.177 1.561 -0.298
N -1.626 2.131 -1.335
H -4.736 4.625 -1.985
H -3.427 4.482 -3.156
H -3.181 3.938 -1.498
H -5.040 2.689 -3.574
H -4.668 2.002 -0.621
H -5.511 0.975 -1.787
H -6.143 2.568 -1.395
H -2.555 2.216 -3.737
H -3.590 0.774 -3.549
H -3.127 -0.680 -1.362
*
```

## Properties
lowest unoccupied orbital energy (spin up / spin down)	-4.130 / -3.654	eV
E_HOMO (spin up / spin down)	-0.35845 / -0.35902	Ha
⟨S²⟩	0.8238
gap between HOMO and LUMO (spin up / spin down)	5.624 / 6.115	eV
E	-108758.3667	eV

Computed, not measured: a structure of composition C2H5NO at a distorted geometry, with ωB97M-V/def2-TZVPD.

Geometry as ORCA input:
```
! wB97M-V def2-TZVPD RIJCOSX def2/J DEFGRID3
* xyz 0 1
C 0.777 0.850 0.217
N -0.368 0.854 -0.385
C -0.855 -0.581 -0.480
O 1.551 -0.260 0.666
H 1.304 1.785 0.315
H 0.667 0.067 1.256
H -1.765 -0.447 -1.070
H -1.120 -1.007 0.490
H -0.190 -1.262 -1.008
*
```

## Properties
lowest unoccupied orbital energy	0.554	eV
E_HOMO	-0.39391	Ha
gap between HOMO and LUMO	11.273	eV
E	-5689.5890	eV

Computed, not measured: an isolated molecule of C6H7N at a distorted geometry, with ωB97M-V/def2-TZVPD.

Geometry as ORCA input:
```
! wB97M-V def2-TZVPD RIJCOSX def2/J DEFGRID3
* xyz 0 1
H -3.755 -0.387 0.091
N -3.053 -1.179 0.096
C -1.892 -0.805 -0.007
C -0.864 0.312 -0.099
C -0.373 1.665 0.052
C -0.514 -1.033 -0.073
C 0.678 -1.876 0.003
C 1.881 -1.287 0.149
H 0.312 1.875 -0.850
H 0.290 1.634 0.883
H -1.161 2.516 0.098
H 0.609 -2.968 -0.243
H 1.786 -0.218 0.096
H 2.846 -1.864 0.310
*
```

## Properties
lowest unoccupied orbital energy	0.401	eV
SMILES	[H]/N=c1\c(C)c1C=C
E_HOMO	-0.31646	Ha
gap between HOMO and LUMO	9.013	eV
E	-7821.6086	eV

Computed, not measured: a structure of composition C43H60BN9W at a distorted geometry, with ωB97M-V/def2-TZVPD.

Geometry as ORCA input:
```
! wB97M-V def2-TZVPD RIJCOSX def2/J DEFGRID3
* xyz 2 3
W 0.495 -0.566 1.077
C 2.725 -1.758 3.733
C 2.651 -2.491 2.435
C 3.348 -3.617 2.027
C 2.982 -3.858 0.706
C 3.437 -4.942 -0.216
N 2.105 -2.914 0.337
N 1.897 -2.067 1.397
B 1.613 -2.498 -1.079
N 2.148 -1.042 -1.295
N 2.205 -0.147 -0.242
C 3.217 0.702 -0.494
C 3.796 1.651 0.507
C 3.731 0.426 -1.759
C 3.057 -0.688 -2.221
C 3.250 -1.440 -3.498
N 0.063 -2.555 -1.088
N -0.618 -1.934 -0.072
C -1.896 -2.370 -0.088
C -2.922 -1.923 0.898
C -2.018 -3.300 -1.107
C -0.767 -3.402 -1.706
C -0.342 -4.255 -2.855
H 3.617 -2.065 4.278
H 1.862 -1.965 4.367
H 2.782 -0.684 3.565
H 4.044 -4.197 2.620
H 4.020 -5.673 0.339
H 4.064 -4.541 -1.016
H 2.590 -5.450 -0.678
H 2.060 -3.223 -1.917
H 3.434 1.449 1.507
H 3.604 2.694 0.256
H 4.878 1.517 0.514
H 4.549 0.937 -2.252
H 3.790 -0.816 -4.207
H 2.295 -1.727 -3.940
H 3.834 -2.350 -3.338
H -2.502 -1.281 1.662
H -3.357 -2.792 1.393
H -3.730 -1.384 0.406
H -2.911 -3.845 -1.384
H -1.211 -4.757 -3.276
H 0.377 -5.017 -2.545
H 0.125 -3.655 -3.639
C -0.292 1.049 -1.588
C -0.400 2.582 -1.469
C -1.191 2.549 -0.372
C -1.186 1.000 -0.332
C -1.661 0.507 -1.631
C -2.785 0.349 -2.612
C -2.322 -0.628 -3.705
C -3.102 1.686 -3.317
C -4.052 -0.178 -1.940
C -2.047 3.479 0.474
C -1.316 4.784 0.816
C -3.349 3.840 -0.260
C -2.428 2.755 1.772
C 0.215 3.598 -2.405
C 0.760 2.882 -3.648
C -0.770 4.684 -2.855
C 1.400 4.249 -1.671
H 0.575 0.476 -1.876
H -1.190 0.415 0.610
H -1.425 -0.248 -4.205
H -3.111 -0.737 -4.454
H -2.103 -1.613 -3.289
H -2.197 2.131 -3.739
H -3.561 2.402 -2.639
H -3.799 1.495 -4.138
H -3.932 -1.219 -1.627
H -4.883 -0.140 -2.648
H -4.324 0.429 -1.069
H -1.115 5.382 -0.073
H -0.371 4.593 1.321
H -1.942 5.388 1.482
H -3.145 4.322 -1.218
H -3.936 4.532 0.353
H -3.962 2.950 -0.433
H -1.547 2.446 2.343
H -3.042 1.870 1.566
H -3.015 3.421 2.411
H -0.030 2.361 -4.198
H 1.535 2.155 -3.381
H 1.209 3.613 -4.326
H -1.634 4.254 -3.370
H -0.269 5.362 -3.551
H -1.134 5.282 -2.021
H 2.130 3.489 -1.372
H 1.062 4.790 -0.782
H 1.905 4.958 -2.334
C -0.931 -5.078 4.407
C -0.656 -4.892 3.062
C -0.425 -3.621 2.558
C -0.463 -2.508 3.396
C -0.748 -2.701 4.752
C -0.981 -3.972 5.246
N -0.203 -1.156 2.883
N -0.219 -0.270 3.872
C 0.255 0.922 3.539
C 0.281 1.971 4.488
C 0.766 3.185 4.121
C 1.180 3.388 2.780
C 1.122 2.370 1.892
N 0.737 1.099 2.260
H -1.106 -6.074 4.799
H -0.619 -5.743 2.390
H -0.203 -3.528 1.512
H -0.803 -1.850 5.411
H -1.207 -4.098 6.299
H -0.093 1.754 5.481
H 0.814 4.002 4.833
H 1.529 4.359 2.453
H 1.379 2.507 0.856
*
```

## Properties
lowest unoccupied orbital energy (spin up / spin down)	-7.309 / -6.766	eV
E_HOMO (spin up / spin down)	-0.46160 / -0.48182	Ha
⟨S²⟩	2.2375
gap between HOMO and LUMO (spin up / spin down)	5.252 / 6.345	eV
E	-61463.5193	eV